Below is C15H26ClF2IN3O9PS2 as an isolated structure, with properties calculated with the ωB97M-V functional and the def2-TZVPD basis.

The lowest unoccupied orbital energy comes out at -2.551 eV. As for the charge: 0. The HOMO energy comes out at -8.86 eV. For the gap between HOMO and LUMO, the calculation gives 0.2317 Ha.

Geometry as XYZ:
```
60
Properties=species:S:1:pos:R:3:forces:R:3:lowdin_charge:R:1
I 0.56503 -3.26170 -4.51357 -0.08 0.19 0.13 1.03
Cl -3.04039 1.55175 -0.19489 0.38 -0.10 0.22 0.71
S 1.50519 3.62219 4.38458 -0.13 0.98 -0.59 0.47
S 2.97069 1.68820 5.43996 0.83 -0.90 1.02 0.48
P -2.16478 -2.32911 -1.92398 -1.14 -0.19 -0.70 0.46
F 3.09858 1.16714 6.93392 -0.43 0.28 -0.11 -0.18
F 2.90826 4.20058 3.90374 -0.01 -0.11 -0.01 -0.19
O 4.29152 2.14437 5.15969 -0.11 0.27 -0.28 -0.28
O 2.50504 -1.79125 -1.94970 -0.21 -0.26 -0.70 0.09
O 2.51755 0.52658 4.73612 -0.29 -0.16 -0.37 -0.32
O -3.54368 -2.08336 -1.13521 1.05 0.27 0.37 -0.10
O 1.06512 2.85325 3.25587 0.09 -0.33 0.12 -0.32
O 0.76712 4.80023 4.69167 -0.21 -0.26 0.49 -0.28
O -2.41459 -2.34146 -3.36261 0.47 -0.14 -0.20 -0.27
O -2.41284 -1.25410 3.13676 0.02 0.06 -0.20 -0.03
O -1.55694 -3.69309 -1.37429 0.03 0.68 0.44 -0.09
N 1.22402 -1.46299 -1.63808 0.25 1.14 0.74 -0.04
N 0.26018 -1.29513 3.65816 0.08 0.17 -0.38 0.04
N 1.87583 2.80344 5.67804 0.22 0.04 -0.54 -0.30
C -1.00408 -0.91784 -1.55808 -0.56 0.35 -0.79 -0.25
C 0.24084 -1.20145 -2.42406 -0.23 0.13 0.12 -0.19
C 0.86683 -1.50918 -0.21607 -0.36 -1.36 1.00 -0.20
C -1.57672 -0.51425 2.22448 -0.11 -0.68 0.51 -0.37
C -2.02810 2.80240 -2.38351 0.36 -0.02 0.48 -0.10
C 2.78225 -1.03073 1.54390 0.18 -0.66 0.17 0.19
C -1.79430 0.28913 -2.20801 0.30 0.29 0.86 -0.19
C -1.25749 -1.46754 1.06712 -0.80 0.37 0.09 -0.11
C 1.52551 -0.40557 -4.48776 -0.12 0.81 -0.24 -0.29
C -0.29700 -0.13707 2.95383 -0.39 0.53 0.70 -0.23
C 1.92541 -1.20696 0.72884 0.03 0.59 -0.62 -0.05
C 1.35067 1.13429 -4.41240 0.19 -0.16 -0.44 -0.06
C -0.49865 -0.77352 -0.08861 1.45 -1.28 0.03 -0.16
C 0.33729 -1.18087 -3.90749 0.76 -0.51 -0.07 -0.61
C -1.72160 1.61016 -1.43078 -0.77 0.43 -1.25 -0.64
H -0.18121 -1.29981 4.56970 0.01 -0.33 0.00 0.08
H 2.05061 1.61062 -3.72457 -0.27 -0.06 0.23 0.08
H -0.67325 -2.26754 1.53615 0.15 0.11 -0.11 0.12
H -1.15566 3.45870 -2.40752 -0.06 -0.03 -0.19 0.08
H -0.75457 1.79798 -0.97343 -0.20 -0.18 0.43 0.10
H 0.32251 1.43568 -4.20055 0.11 0.03 0.15 0.06
H 1.23362 -1.07881 3.84404 -0.01 0.00 0.12 0.03
H -0.58337 -0.84493 -4.36985 -0.12 -0.23 0.17 0.08
H -1.46322 0.48087 -3.22524 0.12 -0.19 0.06 0.09
H 3.00777 -0.95970 -1.96167 0.03 -0.03 0.23 0.15
H -0.21241 0.22932 0.23498 -0.53 0.25 -0.48 0.14
H -1.49901 -3.66532 -0.40374 -0.06 -0.34 -0.05 0.09
H -3.54937 -1.22122 -0.68726 -0.33 -0.09 0.09 0.06
H -2.20697 -1.92384 0.77109 0.13 0.13 -0.12 0.10
H -2.85499 3.39782 -2.00433 -0.01 -0.05 -0.08 0.06
H 2.48343 -0.67634 -4.05490 -0.12 -0.30 0.02 0.09
H 3.52405 -1.14785 2.30529 -0.01 0.55 0.01 0.07
H 1.59047 -0.68514 -5.53899 -0.06 -0.09 0.07 0.09
H 1.59032 1.55026 -5.39334 -0.06 0.05 0.08 0.08
H 0.67392 -2.58110 -0.04309 -0.02 0.08 -0.11 0.17
H 0.43731 0.30127 2.27508 -0.03 -0.01 0.10 0.09
H -2.85161 0.04096 -2.28566 0.04 0.05 -0.24 0.10
H -3.23133 -0.76613 3.25802 0.03 -0.02 0.08 0.09
H -2.14791 0.35925 1.91301 0.41 0.08 -0.26 0.09
H -2.26070 2.47262 -3.39557 -0.05 0.00 0.04 0.08
H -0.56022 0.64583 3.67481 0.16 0.16 -0.25 0.12
```
Positions in Å, forces in eV/Å.



Below is C15H26F2O9STl as an isolated structure, with properties calculated with the ωB97M-V functional and the def2-TZVPD basis.

The lowest unoccupied orbital energy comes out at -9.165 eV. As for the charge: +1. The HOMO energy comes out at -13.25 eV. For the gap between HOMO and LUMO, the calculation gives 0.1503 Ha. For the energy relative to the best compared isomer or geometry (same formula, charge and spin), the calculation gives 0.000 eV.

Geometry as XYZ:
```
54
Properties=species:S:1:pos:R:3:forces:R:3:lowdin_charge:R:1
Tl 0.74429 -0.36731 -0.34117 1.05 -2.21 0.77 1.46
S -1.75682 -2.09622 -3.42809 -0.83 -1.44 -3.01 0.67
F 2.18307 -1.74248 1.79345 -0.77 0.85 -1.41 -0.38
F 1.83898 -1.92612 -2.51097 -0.74 1.32 1.59 -0.39
O -1.20040 -4.82850 0.89198 -1.89 -1.20 -2.27 0.09
O -0.32240 2.32168 0.19968 -0.01 0.13 -0.57 0.00
O 1.58711 1.21128 1.98435 3.28 1.24 0.42 -0.02
O 2.64252 2.76728 3.18382 0.13 -0.13 -0.96 0.05
O -1.19296 -1.66804 -2.18228 0.01 0.78 0.34 -0.38
O -0.74986 -2.66068 0.59707 -0.69 0.25 -1.00 0.06
O -2.60876 -3.29744 -3.44411 1.52 2.32 0.12 -0.29
O -1.72910 4.04400 0.06264 0.99 -2.79 -0.90 0.06
O -2.58476 -0.83060 -4.09648 1.51 -1.56 0.67 -0.28
C -0.87912 5.39415 1.63512 2.04 1.13 2.35 -0.13
C -3.22547 -1.07812 -5.41057 -0.60 0.54 1.17 -0.23
C 4.12374 1.21511 2.18611 -0.96 0.11 -0.09 -0.04
C -4.18833 0.09673 -5.50161 -0.21 -0.41 -0.72 -0.06
C -1.89516 5.31067 0.58349 -1.02 1.43 -1.35 -0.19
C 4.81885 2.02486 3.25202 2.03 -1.44 0.05 -0.17
C 2.69806 1.68861 2.38205 -3.58 -1.02 -0.50 -0.37
C -0.36246 -5.18940 3.02279 -0.16 -0.52 0.15 -0.12
C 0.26179 4.41229 1.24339 -0.87 0.51 0.07 -0.04
C -0.55524 3.49563 0.44499 -0.93 -2.20 -0.84 -0.45
C -1.26528 -5.83150 1.91783 0.50 0.84 2.21 -0.09
C 0.24649 -3.92524 2.40867 -0.90 0.07 1.03 -0.07
C 3.98183 3.18531 3.51217 -0.21 1.19 1.78 -0.16
C -0.42054 -2.36080 -4.72976 -1.16 -0.50 0.69 -0.09
C -0.66018 -3.70152 1.21337 2.83 0.27 1.19 -0.46
H 0.29270 -1.54680 -4.85945 -0.24 -0.05 0.48 0.07
H 4.42601 1.49401 1.17668 0.09 -0.19 -0.10 0.14
H -0.44611 6.38563 1.76772 -0.37 0.12 0.06 0.12
H -4.36015 0.30904 -6.55684 -0.16 0.07 -0.02 0.08
H 0.13140 -3.08053 3.08788 0.30 0.06 -0.14 0.13
H 5.83122 2.32636 2.98313 0.01 -0.20 0.00 0.14
H 1.03867 4.82039 0.59685 -0.03 0.31 0.02 0.14
H 4.86918 1.47155 4.18979 0.20 -0.39 -0.23 0.13
H -3.74939 0.99020 -5.05761 -0.05 -0.13 0.06 0.08
H -0.99229 -4.92224 3.87135 0.25 -0.17 0.13 0.12
H 1.30333 -4.02740 2.16218 -0.22 0.20 -0.44 0.12
H 4.15066 0.13546 2.33359 0.05 0.05 -0.27 0.13
H 0.03919 -3.31518 -4.47298 0.24 0.28 0.34 0.07
H -0.97701 -6.86882 1.74762 0.57 0.45 -1.41 0.13
H 0.43286 -5.87233 3.32141 -0.26 -0.02 0.22 0.12
H -1.73987 6.02468 -0.22532 0.24 0.22 -0.07 0.14
H -1.28182 5.08535 2.59978 0.00 -0.02 0.03 0.13
H -3.71890 -2.04520 -5.31361 -0.05 0.08 -0.33 0.11
H -2.95984 5.39238 0.80230 0.20 0.16 0.76 0.14
H 4.02035 3.33990 4.59046 -0.46 0.43 -0.04 0.14
H 0.73849 3.85312 2.04849 -0.14 0.24 0.04 0.11
H -5.14909 -0.14690 -5.04808 0.14 0.20 0.15 0.08
H -0.94455 -2.56948 -5.66247 -0.20 0.26 0.09 0.05
H 4.35546 4.11038 3.07314 -0.83 0.02 -0.67 0.14
H -2.30421 -5.94066 2.22896 -0.05 0.49 -0.05 0.13
H -2.53621 -1.06651 -6.25489 0.41 -0.04 0.41 0.11
```
Positions in Å, forces in eV/Å.